C21H28F5O2Rh as an isolated structure at a distorted geometry, computed with ωB97M-V/def2-TZVPD.

Total charge: 0
HOMO energy (spin up / spin down): -6.31 / -7.68 eV
Spin multiplicity: 5
DFT total energy: -42914.9966 eV
HOMO-LUMO gap (spin up / spin down): 6.88 / 6.49 eV
LUMO (spin up / spin down): 0.575 / -1.188 eV

Last column: Mulliken charge in e.
Positions of all 57 atoms, in Å:
H -1.50994 -1.16520 -1.64322  0.353
C -1.32386 -1.99559 2.53662  -0.787
C 1.37484 0.87593 1.03970  -0.352
H 1.59185 1.09033 -0.01181  0.565
C -2.18239 2.51394 -2.82792  -1.755
H 0.97634 -3.60888 -1.05698  0.381
C 0.79553 3.51714 -3.00104  -0.458
H -0.17712 4.99566 -1.69019  0.293
F 2.50011 -3.08551 0.99854  -0.320
H -1.94910 -2.11669 0.36678  0.876
F 2.10728 -4.62747 3.21934  -0.287
C -1.22039 2.79953 -0.59206  -0.919
H 1.93132 -2.41576 -3.47231  0.302
H -1.49024 -1.09998 4.57196  0.445
O 0.24439 2.24609 -2.48219  -0.475
H -1.19221 -3.05132 2.72395  0.821
H 0.15573 2.60128 1.78438  0.502
O 0.35344 -1.65509 -0.85393  0.427
H -2.04426 2.60525 -3.91035  0.451
C 1.22093 -2.63214 -1.48076  -0.622
H -0.23686 0.12146 -1.76197  -0.474
F 0.48794 -4.00872 1.24901  -0.293
C 0.97179 1.19682 3.30107  -1.045
H 0.43425 -0.67266 -3.81258  0.253
C 0.98031 -2.59585 -2.97035  -0.679
C -0.02070 -1.47201 -3.22488  -0.601
C -0.44316 -0.96129 -1.85048  -0.003
F 0.69746 -3.20366 4.07408  -0.241
C 2.10765 -0.16535 1.78963  -1.037
H 1.73124 3.77011 -2.47868  0.264
H 0.91653 3.47143 -4.09593  0.253
H -1.29237 1.73486 -0.35369  -0.461
H -2.40418 1.48135 -2.53664  0.211
H 0.61524 1.63904 4.22459  0.480
H -0.89195 -1.80781 -3.79316  0.379
Rh 0.37971 -1.13598 1.27364  0.692
H -2.69334 0.49094 0.69680  0.665
C -0.40335 4.34486 -2.53077  -0.931
C -2.18586 -0.11035 1.44965  -0.454
H 2.24559 -2.34821 -1.22906  0.231
H -2.16719 3.29114 -0.34247  0.451
C -1.70557 -1.47150 1.20809  -0.406
H 2.93259 -0.73249 1.36363  0.826
C 1.31201 -2.98971 1.70951  0.653
F 2.73952 -2.57907 3.59326  -0.257
C 1.81384 0.08499 3.19991  -0.337
C 1.69757 -3.33982 3.17358  0.453
C -2.08559 0.16363 2.82927  -0.936
H 2.32944 -0.40990 4.01397  0.509
H -2.38523 1.09462 3.31568  0.419
C -0.95102 2.96157 -2.07315  1.814
H -3.03112 3.13303 -2.51348  0.432
H -0.40724 3.23722 -0.00559  0.328
C -1.58241 -0.97643 3.49470  -0.797
H -0.99444 4.83795 -3.30189  0.346
H 0.61995 -3.56304 -3.31554  0.216
C 0.70673 1.69730 2.01171  -0.368

C21H28F5O2Tc as an isolated structure at a distorted geometry, computed with ωB97M-V/def2-TZVPD.

Total charge: +1
HOMO energy (spin up / spin down): -11.32 / -11.32 eV
Spin multiplicity: 4
DFT total energy: -42099.6781 eV
HOMO-LUMO gap (spin up / spin down): 5.88 / 5.55 eV
LUMO (spin up / spin down): -5.441 / -5.773 eV

Last column: Mulliken charge in e.
Positions of all 57 atoms, in Å:
C 1.68073 -3.47977 -0.87164  -0.937
F -2.22808 0.55254 0.02437  -0.259
H -0.43948 -4.15442 -1.18634  0.325
C 0.61693 -0.57149 -5.23460  -0.576
F -3.22833 2.11827 1.29325  -0.332
H 2.30051 -0.62101 -1.93546  0.027
H -3.77046 0.61874 4.12905  0.478
H -3.88777 -1.27567 2.24950  0.474
H 1.18940 0.74785 4.64512  0.560
C 2.26085 -0.87837 -0.87862  -0.930
C 1.31449 -0.52054 -3.86224  -0.318
H 1.26262 -1.53182 -3.43178  -0.001
H 2.37777 -0.25958 -3.97228  0.415
H 0.20033 4.56463 2.74088  0.508
C -2.02129 1.71367 0.75783  0.781
H 0.41381 -3.60064 -2.64469  0.251
C -2.92207 0.21598 3.58945  -0.708
H 1.18592 0.01656 -5.95864  0.255
H 0.20791 -0.86486 3.33113  0.750
C 0.37727 2.76997 4.07155  -0.017
H -0.12413 3.10097 4.97957  0.486
C 1.28506 2.75959 1.94237  -1.042
H 1.62669 3.08124 0.96717  0.590
H -1.52346 -0.70733 -4.99529  0.265
O 0.04873 -2.02923 -1.22062  -0.484
H 3.28387 -1.13716 -0.55823  0.441
Tc -0.46035 1.47033 2.33114  -0.068
F -0.44976 2.36955 -0.85683  -0.165
C -0.73062 -0.41383 3.01817  -0.502
F -1.37877 3.99515 0.33064  -0.263
C -0.66218 0.63279 -3.49518  -0.176
C -1.69091 -1.08647 2.15326  -0.422
O 0.62475 0.34321 -2.88361  -0.243
H -0.85269 1.72646 -3.47323  0.218
C 1.18913 -1.90284 0.98479  -1.415
F -2.56315 2.93163 -1.17953  -0.260
H -1.22944 0.77387 4.90031  0.517
C 1.63198 1.49991 2.56707  -0.137
H 2.25779 0.73054 2.13876  0.696
H 2.15825 -2.14511 1.45539  0.458
H 0.90897 -0.89011 1.30145  -0.604
C 0.30864 -3.45746 -1.56098  -0.561
H -1.40053 0.08813 -2.86679  0.096
C 0.51298 3.52506 2.87534  -0.209
C -1.52155 0.52268 3.87604  0.431
C 1.05826 1.52289 3.89402  -1.117
H -1.00786 0.82574 -5.68268  0.309
H 1.74745 -4.12388 0.03132  0.314
C 1.32393 -1.99931 -0.51402  2.276
C -0.74855 0.06367 -4.94708  -0.589
H -1.42436 -1.81841 1.39772  0.275
C -2.98735 -0.77116 2.59797  -0.667
H 0.52998 -1.59262 -5.63697  0.292
H 1.95928 0.03583 -0.33775  -0.038
H 0.45633 -2.61534 1.36681  0.620
C -1.60049 2.77835 -0.24815  0.583
H 2.55300 -3.64738 -1.50823  0.351

C21H28LiN5Sb as an isolated structure, computed with ωB97M-V/def2-TZVPD.

Total charge: +1
HOMO energy: -11.23 eV
DFT total energy: -36421.3857 eV
HOMO-LUMO gap: 9.08 eV
LUMO: -2.146 eV

Last column: Mulliken charge in e.
Positions of all 56 atoms, in Å:
H -4.04999 -3.42538 -0.11788  0.385
H -3.76521 2.93166 0.49575  0.446
H 0.71826 -2.52101 -2.08165  0.253
H 3.45332 -2.37278 0.26160  0.413
C -2.18348 1.61472 -0.10583  0.078
N 0.36704 -2.24523 -1.16919  -0.453
H -0.03929 0.96367 -3.43954  0.214
H 0.90476 0.82367 3.74423  0.344
C 2.03497 3.00225 0.83010  0.396
H 2.31145 0.16921 -2.09547  0.255
H 3.05352 -2.15340 -1.42140  0.329
C -0.98909 -3.00289 2.83040  -0.703
N 1.93721 0.31459 -1.16277  -0.322
N 0.78449 2.52412 0.84213  -0.101
H 2.27634 4.95348 -0.00833  0.403
H 1.52906 -3.66980 -0.08291  0.460
H -0.47293 -2.79223 -1.01516  0.076
C -2.92003 2.16277 -2.67469  -0.871
C -2.21447 -2.81569 0.78407  0.147
H -4.43637 3.43418 -1.84925  0.414
C 2.40175 3.91133 -0.30811  -1.358
H 3.43980 3.78069 -0.61351  0.403
C 1.25304 1.42355 2.91271  -0.604
H -3.18082 2.35068 -3.70700  0.462
H -1.08821 -0.45718 -3.32078  0.231
H 2.37319 -0.17872 0.81629  -0.012
H -2.86949 -2.80719 -1.25513  0.276
C -1.86962 1.30284 -2.37275  0.786
H 1.97616 1.31237 -0.98552  -0.054
C -1.07825 0.62694 -3.45619  -1.367
C -3.23961 2.48127 -0.33591  -0.952
C -3.61440 2.76137 -1.64301  -0.502
N -2.12700 -1.47891 0.80944  -0.072
Li 0.00691 -0.24509 -0.91580  1.022
H 0.98339 -2.27161 0.82946  -0.019
H 1.74125 3.73827 -1.15690  0.301
C 2.95282 2.69488 1.83175  -0.552
C -1.51011 -0.89308 1.83825  0.351
H -1.73112 -4.68762 1.71676  0.449
C 2.71765 -1.91743 -0.40466  -0.960
H 3.80358 -0.07743 -0.20170  0.447
C 0.39961 1.75492 1.86630  0.299
H -1.48383 0.84431 -4.44164  0.427
C 2.76211 -0.41132 -0.17891  -0.140
H -2.68086 -4.44065 -0.56211  0.408
H -0.45664 -1.11869 3.70857  0.321
C -2.98506 -3.41471 -0.35737  -1.247
H -0.54505 -3.59778 3.61826  0.427
H 3.95662 3.09632 1.78409  0.461
N -1.51082 1.03664 -1.11247  0.206
C 2.55607 1.89488 2.88600  -0.635
C -1.64421 -3.61050 1.77271  -0.423
C -0.92939 -1.62007 2.87362  -0.533
H 3.24696 1.65242 3.68326  0.436
Sb -1.69997 1.25698 1.95944  0.704
C 1.37404 -2.58862 -0.14167  -0.149

C21H28N2O as an isolated structure at a distorted geometry, computed with ωB97M-V/def2-TZVPD.

Total charge: 0
HOMO energy: -7.98 eV
DFT total energy: -27243.1729 eV
HOMO-LUMO gap: 8.01 eV
LUMO: 0.031 eV

Last column: Mulliken charge in e.
Positions of all 52 atoms, in Å:
C -1.59515 1.39879 0.38901  0.475
H 4.60810 -0.99401 -2.42974  0.713
H -2.84824 3.61934 1.33796  0.532
H -2.87251 3.11624 -2.04588  0.351
C 3.41055 0.80658 0.10464  -0.542
H 2.65839 1.66430 0.20316  0.271
C -1.55074 -4.01754 0.11883  -0.625
O -3.73946 -3.32653 -0.24863  -0.452
C 4.15490 -1.73543 -0.55495  -0.687
H -1.79560 -5.08519 -0.01443  0.403
H -3.70884 2.54472 -0.77893  0.639
H 3.83029 1.28789 -1.69876  0.785
H 4.44081 1.53305 0.48401  0.260
C -0.07651 -2.32766 0.62959  -0.097
C -1.05682 -1.29784 0.44527  0.084
C -4.92134 -2.51252 -0.21749  -0.887
H -1.21643 4.47253 -0.77323  0.318
H -5.83252 -3.07648 -0.53801  0.234
C -0.91180 2.34446 1.10527  -0.694
H -2.97355 4.96755 -0.28688  0.274
H 0.47489 -4.20367 0.25258  0.898
C -2.31108 -1.77554 0.01225  0.455
H -0.66604 2.01974 -1.50424  0.169
H 3.56151 -2.24843 1.59012  0.319
C -2.76285 2.79493 -0.98339  -0.950
C 4.52187 -0.71691 -1.53918  -1.012
C -2.59427 -2.95874 -0.02016  0.997
H -4.68742 -1.81484 -1.13133  0.322
H 2.94826 0.23149 2.02141  0.773
C -0.18101 -3.62294 0.28744  -1.259
H 4.74657 -2.57364 -0.32181  0.446
C 1.54868 -0.59093 0.71409  -0.248
H -2.41031 1.19097 0.91726  0.759
H 2.58765 0.08947 -1.81541  0.144
H 5.42216 -0.19359 -1.01874  0.221
H -1.54750 4.62059 1.79081  0.359
H 3.26664 -2.32657 -0.67501  0.302
C 4.04130 -1.41747 1.01251  -1.360
H 0.11324 2.81004 0.77116  -0.067
H -3.23171 -0.77398 0.16532  -0.185
C 3.56906 0.48197 -1.29214  -0.811
H -5.07606 -1.91068 0.58564  0.391
C -1.87634 3.79036 1.13642  -1.187
H 4.93388 -1.19592 1.33873  0.809
H -2.16107 0.72873 -1.43722  0.563
N 0.75207 0.34839 0.75977  -0.004
C 2.94898 -0.24656 1.17518  -0.312
C -2.15851 4.02721 -0.49434  -0.507
H -0.75469 2.09505 2.26587  0.274
N 1.28229 -1.85856 0.55080  -0.242
C -0.61067 0.32905 0.58855  -0.626
C -1.69301 1.48878 -0.93372  -0.790

The lowest DFT total energy belongs to which entry? C21H28F5O2Rh

Which of these has the highest DFT total energy? C21H28N2O